# 1
{
  "formula": "C4H13NO2",
  "method": "ωB97M-V with the def2-TZVPD basis set",
  "elements": ["H", "C", "O", "C", "H", "C", "H", "H", "O", "H", "H", "N", "C", "H", "H", "H", "H", "H", "H", "H"],
  "xyz": [[-2.2243, 1.0936, 0.7492], [-1.9212, -0.4243, -0.6354], [2.2427, -2.8708, 0.3071], [0.2363, 2.1101, 0.3159], [-1.9369, -0.5457, -1.7724], [-1.9794, -1.5215, 0.1370], [2.0631, -2.5721, -0.5881], [0.5476, 3.1274, 0.4183], [2.7997, -0.3232, 0.3818], [-0.1240, 1.8402, 1.3809], [-2.0278, -2.4612, -0.4805], [-1.9489, 0.8309, -0.2125], [-0.8628, 1.8560, -0.6445], [1.4841, -3.1258, 0.8538], [3.5421, 0.2455, 0.6860], [1.0579, 1.4167, -0.0663], [-2.0669, -1.6393, 1.1467], [-0.4596, 1.3914, -1.5060], [-1.3317, 2.7858, -0.9536], [2.9100, -1.2135, 0.4826]],
  "mol_weight_g_mol": 107.2,
  "e_lumo_ev": 0.83,
  "fmax_ev_per_a": 5.592,
  "smiles": "C=CNCC.O.O"
}



# 2
{
  "formula": "C4H13NO2",
  "method": "ωB97M-V with the def2-TZVPD basis set",
  "elements": ["C", "H", "H", "H", "O", "H", "C", "H", "H", "H", "H", "H", "O", "H", "N", "C", "H", "H", "C", "H"],
  "xyz": [[-0.9054, 0.1472, -0.3736], [0.4255, -1.8351, 2.1220], [-1.0189, -0.7814, 2.1024], [0.6079, -0.1831, 2.3060], [2.2260, 2.3480, -2.0983], [-2.4032, -1.3568, -0.2007], [-0.0061, -0.8966, 1.7505], [-0.7280, 0.3053, -1.4412], [-0.0934, -1.7909, -0.1805], [1.7470, -0.8415, -0.9757], [-2.9908, 0.0849, -0.9323], [2.1876, -0.7433, 0.5243], [-0.7331, 1.4766, 0.1993], [0.2240, 1.5976, 0.0871], [1.4932, -0.3796, -0.1246], [-2.3414, -0.2685, -0.1315], [2.9679, 1.8129, -2.3696], [-2.7062, 0.1308, 0.8054], [0.1387, -0.7997, 0.2298], [1.9086, 1.9732, -1.2988]],
  "mol_weight_g_mol": 107.2,
  "e_lumo_ev": 0.70,
  "fmax_ev_per_a": 1.546,
  "smiles": "C[C@H](N)[C@@H](C)O.O"
}



# 3
{
  "formula": "C4H13NO2",
  "method": "ωB97M-V with the def2-TZVPD basis set",
  "elements": ["H", "H", "O", "H", "H", "H", "O", "N", "H", "C", "H", "H", "C", "H", "C", "H", "H", "C", "H", "H"],
  "xyz": [[-0.7137, 0.7043, 2.4448], [-1.0711, 1.9880, -1.5641], [0.8496, 1.0611, -0.7530], [1.1088, 1.1104, 2.0394], [-2.2922, 0.5446, 0.4358], [4.0273, -0.8936, -0.0950], [3.3870, -1.6128, 0.0849], [-1.6327, 1.1347, -1.5965], [1.0430, 0.0045, -0.6885], [-1.4324, 0.2726, -0.3268], [-2.4292, -1.3958, -1.1021], [-0.6459, -1.7292, -1.2703], [0.1632, 0.5980, 1.7212], [-1.1975, 0.6241, -2.3976], [-1.3715, -1.2239, -0.6237], [-0.4081, 2.0405, 0.2508], [3.8048, -1.9558, 0.9036], [-0.2340, 0.9767, 0.3018], [0.4398, -0.4496, 1.8391], [-1.3953, -1.7986, 0.3963]],
  "mol_weight_g_mol": 107.2,
  "e_lumo_ev": 0.59,
  "fmax_ev_per_a": 6.269,
  "smiles": "C[C@H](N)[C@@H](C)O.O"
}



# 4
{
  "formula": "C4H13NO2",
  "method": "ωB97M-V with the def2-TZVPD basis set",
  "elements": ["H", "H", "O", "H", "H", "C", "H", "H", "H", "O", "H", "C", "H", "H", "H", "N", "C", "H", "H", "C"],
  "xyz": [[-0.4214, 0.8842, 2.3089], [2.6836, 0.0599, 1.1804], [-2.7432, -1.5357, -0.8147], [0.8348, -2.0695, -1.1986], [-0.9414, 1.5895, -2.1767], [-0.2018, 0.1479, 1.5269], [1.0031, 0.8782, -1.7776], [0.1655, -0.7387, 2.0248], [2.6999, 1.2614, -0.1023], [0.1829, -2.1529, -0.4894], [-0.1126, -1.2162, -0.3976], [0.3865, 0.7018, -0.8890], [-2.6687, -0.9654, -0.0400], [-1.1849, -0.1382, 1.0694], [2.0657, 1.7796, 1.4651], [-0.9294, 0.9314, -1.4105], [2.1470, 0.8927, 0.7624], [-1.5891, 1.3277, -0.7495], [-2.0690, -2.2236, -0.7127], [0.6925, 0.5860, 0.4206]],
  "mol_weight_g_mol": 107.2,
  "e_lumo_ev": 0.70,
  "fmax_ev_per_a": 3.059,
  "smiles": "CC(C)=CN.O.O"
}



# 5
{
  "formula": "C4H13NO2",
  "method": "ωB97M-V with the def2-TZVPD basis set",
  "elements": ["H", "H", "C", "H", "C", "O", "C", "H", "C", "H", "H", "H", "H", "H", "O", "N", "H", "H", "H", "H"],
  "xyz": [[1.3943, -1.7785, -0.9475], [-0.1586, 1.7643, 0.2013], [-0.7851, -0.1970, 1.0396], [-1.6628, 1.0183, -1.9911], [-1.1279, 0.4444, -1.2487], [3.1217, 1.7671, 1.3711], [-1.5093, -1.3717, 0.3645], [-0.1549, 0.2641, -1.7494], [-0.9939, 1.0587, 0.1444], [1.4185, -0.2602, -1.2218], [-2.4185, -1.6799, 0.7959], [0.2622, -0.4852, 1.0648], [-1.3909, -1.5852, -1.6954], [-0.9434, -2.3389, 0.3793], [1.7431, -0.9639, -0.6201], [-1.7766, -0.9530, -1.0058], [3.4318, 2.6546, 1.4591], [-1.0329, -0.0984, 2.1160], [-1.9054, 1.4681, 0.4716], [3.1753, 1.6963, 0.3503]],
  "mol_weight_g_mol": 107.2,
  "e_lumo_ev": 0.54,
  "fmax_ev_per_a": 3.186,
  "smiles": "C1CCNC1.O.O"
}



# 6
{
  "formula": "C4H13NO2",
  "method": "ωB97M-V with the def2-TZVPD basis set",
  "elements": ["C", "H", "N", "C", "H", "H", "C", "H", "H", "H", "H", "C", "H", "O", "H", "H", "H", "H", "O", "H"],
  "xyz": [[-2.3949, 0.2600, 0.9885], [6.2260, 1.4628, 2.4556], [-1.4728, 1.1261, -1.1167], [-1.2303, 0.5639, 0.0744], [-0.6560, 1.5088, -1.5563], [-2.3739, 1.0442, -1.5512], [0.0744, 0.2232, 0.3835], [-2.7241, -0.6858, 0.5262], [1.9180, -0.6939, -0.2633], [0.3602, -0.1364, 1.3676], [-3.2241, 0.9692, 0.9225], [1.0696, -0.1565, -0.6873], [-3.1282, -1.9534, -2.0990], [6.5169, 0.5985, 2.1435], [0.6740, -0.8772, -1.4149], [-2.6192, -2.8780, -1.0456], [-2.1172, 0.1147, 2.0263], [6.6912, 0.9285, 1.2626], [-3.1040, -2.0532, -1.1249], [1.5143, 0.6345, -1.2915]],
  "total_charge": 1,
  "mol_weight_g_mol": 107.2,
  "multiplicity": 2,
  "e_lumo_ev": [-3.27, -6.80],
  "s_squared": 0.759,
  "fmax_ev_per_a": 2.512
}



# 7
{
  "formula": "C4H13NO3",
  "method": "ωB97M-V with the def2-TZVPD basis set",
  "elements": ["O", "H", "H", "C", "N", "H", "H", "H", "C", "H", "H", "O", "O", "H", "H", "H", "H", "C", "C", "H", "H"],
  "xyz": [[-0.2170, -1.7196, -1.9010], [0.1058, -2.3596, -1.2312], [2.5637, -4.2104, -1.9503], [0.6804, 1.1679, 1.5094], [0.2365, 1.5192, 0.0768], [-1.8856, 1.5360, 0.6894], [-1.6652, 2.6500, -2.1930], [-0.4182, -2.3623, -2.5987], [-1.6080, 2.7070, -1.1294], [-0.0792, -0.9935, 1.6787], [2.2539, -3.3780, -0.6083], [1.9412, -4.2146, -1.1628], [-1.8388, 3.8348, -0.7219], [-0.8622, 0.1219, 2.5847], [-1.5039, 0.5415, -0.7890], [0.6358, -0.4748, 2.9460], [1.7272, 1.1518, 1.4327], [-1.2615, 1.4876, -0.2696], [0.0680, -0.1186, 2.1089], [0.3074, 2.0403, 2.1366], [0.8195, 1.0733, -0.6079]],
  "total_charge": -1,
  "mol_weight_g_mol": 123.2,
  "multiplicity": 2,
  "e_lumo_ev": [3.51, 3.41],
  "s_squared": 0.750,
  "fmax_ev_per_a": 5.025
}



# 8
{
  "formula": "C4H13NO3",
  "method": "ωB97M-V with the def2-TZVPD basis set",
  "elements": ["H", "H", "H", "H", "N", "H", "H", "O", "C", "C", "O", "O", "H", "H", "C", "H", "H", "H", "H", "C", "H"],
  "xyz": [[-2.5574, 0.5054, -0.9684], [0.6060, -0.8876, -0.8773], [-0.5776, -4.9444, -0.3396], [0.9549, 1.3701, -1.0610], [1.2736, 2.0004, 0.9373], [0.8774, -5.3864, -0.7521], [-1.4719, 1.5855, 1.8601], [2.0309, -0.8408, 0.5740], [-0.8663, 1.5444, 0.0023], [0.6302, 1.1171, -0.0450], [-1.5173, 0.9472, 1.1370], [0.2797, -4.6564, -0.6503], [-2.1667, 1.9922, -1.6994], [1.1369, 1.6219, 1.8771], [0.7796, -0.4045, 0.0923], [0.0459, -0.7925, 0.8109], [-1.2423, 0.6662, -2.0781], [2.2819, 1.9731, 0.8415], [-0.8130, 2.6296, 0.0746], [-1.6972, 1.1384, -1.2096], [2.0124, -1.1789, 1.4737]],
  "mol_weight_g_mol": 123.2,
  "e_lumo_ev": 0.77,
  "fmax_ev_per_a": 1.521,
  "smiles": "C[C@@H](O)[C@@H](N)CO.O"
}



# 9
{
  "formula": "C4H13NO3",
  "method": "ωB97M-V with the def2-TZVPD basis set",
  "elements": ["H", "C", "N", "O", "H", "H", "H", "H", "C", "H", "C", "O", "H", "H", "H", "H", "H", "O", "H", "C", "H"],
  "xyz": [[3.6650, -1.2548, 0.5033], [2.7506, 0.4776, -0.3478], [-2.0309, 1.0232, -0.2458], [-2.5265, -1.5028, 0.1086], [-0.1601, 0.9288, -0.8850], [1.7693, -1.2310, 0.5158], [-0.4815, 2.3641, 0.2097], [3.7260, 0.6952, -0.8366], [-0.7142, 1.3115, 0.0497], [-2.9801, -1.5439, 0.9559], [-0.3239, 0.4460, 1.2520], [-0.3341, -1.3651, -1.3804], [-2.2499, -0.0310, -0.1418], [-1.1629, -1.5727, -0.8866], [-0.4176, -1.5705, -2.3119], [0.7475, 0.2889, 1.2973], [-2.4580, 1.4913, -1.0451], [1.8426, 1.2905, -0.5334], [-0.8443, -0.5108, 1.2453], [2.7323, -0.7547, 0.3206], [-0.5493, 1.0202, 2.1561]],
  "mol_weight_g_mol": 123.2,
  "e_lumo_ev": -4.36,
  "fmax_ev_per_a": 1.552
}



# 10
{
  "formula": "C4H13NO3",
  "method": "ωB97M-V with the def2-TZVPD basis set",
  "elements": ["H", "C", "H", "H", "H", "H", "O", "H", "N", "H", "H", "H", "O", "H", "H", "O", "C", "C", "H", "H", "C"],
  "xyz": [[0.5090, -1.5501, -2.2395], [0.6077, 2.8276, 3.4716], [1.3618, 0.8782, 0.4155], [-0.3380, 1.5472, -2.1538], [0.2854, -1.1486, 0.6810], [0.2309, 2.5083, -0.7049], [-2.8466, -2.9730, -0.7258], [-1.1136, 1.1444, -0.6152], [0.9025, 0.4635, -0.5711], [2.0388, 3.7588, 0.4716], [-3.2015, -3.9144, -0.5874], [-1.9560, -3.0750, -0.8873], [1.5767, 2.9500, 0.7053], [1.0709, 3.1492, 2.5174], [0.0760, 3.6724, 3.9018], [-0.2019, -3.0322, -1.1139], [0.2635, -0.8183, -0.2857], [0.1568, -1.8524, -1.2663], [-0.0976, 2.0176, 3.0502], [1.3268, 2.2371, 4.1429], [-0.1505, 1.5053, -1.0728]],
  "mol_weight_g_mol": 123.2,
  "e_lumo_ev": -4.16,
  "fmax_ev_per_a": 6.034
}



# 11
{
  "formula": "C4H13NO3",
  "method": "ωB97M-V with the def2-TZVPD basis set",
  "elements": ["H", "H", "H", "H", "H", "H", "C", "C", "H", "H", "C", "C", "H", "O", "N", "H", "O", "H", "H", "H", "O"],
  "xyz": [[-0.7207, -1.8428, -1.3360], [-0.9116, 0.6199, 0.4851], [-0.8144, 0.6160, -1.2498], [-3.0224, 0.4384, -1.8340], [-2.8812, 0.6624, -0.2782], [-0.9763, -1.7949, 0.4440], [-0.4214, 0.1137, -0.3691], [1.3067, -0.2324, 1.0571], [-3.6545, -0.5113, 1.7730], [3.9383, 1.3709, -1.8552], [-1.0455, -1.2507, -0.5054], [3.8490, 0.7055, -1.0357], [4.3743, 1.1492, -0.2985], [-3.0521, 1.1087, -1.1428], [0.9893, 0.0570, -0.1820], [4.3447, -0.1664, -1.3770], [-3.1364, -0.3187, 1.0188], [-2.1149, -1.2357, -0.5984], [0.4501, -0.4802, 1.7094], [2.8977, 0.3733, -0.6623], [2.4426, -0.2418, 1.5578]],
  "mol_weight_g_mol": 123.2,
  "e_lumo_ev": -5.73,
  "fmax_ev_per_a": 4.812
}



# 12
{
  "formula": "C4H13NOS",
  "method": "ωB97M-V with the def2-TZVPD basis set",
  "elements": ["H", "C", "O", "H", "H", "H", "C", "H", "H", "H", "C", "H", "C", "S", "H", "H", "H", "H", "N", "H"],
  "xyz": [[0.0421, 2.6951, 0.9292], [0.3269, 1.9529, 0.2014], [0.4970, 0.1123, -1.9772], [0.1053, 0.3222, -2.8419], [-3.0694, 0.1400, 1.7792], [-1.7282, -0.6098, 0.1450], [2.1574, 0.1841, 0.0962], [-0.6498, 1.4855, -0.0455], [-0.3660, -1.2864, -1.6103], [2.7372, -0.6418, 0.5273], [1.3006, 0.9472, 0.7995], [2.1321, 0.3609, -0.9878], [-1.0411, -1.4767, 0.2887], [-1.8529, 0.7351, 2.1110], [1.1730, 0.8035, 1.8900], [-0.1015, -1.0345, 0.5100], [-1.2403, -2.1665, 1.1205], [-0.3488, -3.0131, -1.1780], [-0.7873, -2.0652, -1.0987], [0.7137, 2.5551, -0.6584]],
  "total_charge": -1,
  "mol_weight_g_mol": 123.2,
  "multiplicity": 2,
  "e_lumo_ev": [3.12, 0.96],
  "s_squared": 0.753,
  "fmax_ev_per_a": 2.998
}